Density functional theory data (ωB97M-V/def2-TZVPD) for 2 unconnected molecules or ions with the total composition C5H7F at a distorted geometry.

```
13
Properties=species:S:1:pos:R:3:nbo_charge:R:1
C 1.832 -1.109 0.219 -0.505
C 0.885 -0.402 -0.353 0.420
C 0.776 1.045 -0.034 -0.688
F -0.161 -0.966 -1.125 -0.360
H 2.017 -2.144 -0.068 0.221
H 2.633 -0.511 0.712 0.219
H 0.057 1.579 -0.543 0.232
H 0.604 1.186 1.046 0.239
H 1.798 1.535 -0.411 0.225
C -2.728 0.474 0.400 -0.254
C -2.552 -0.650 -0.038 -0.181
H -2.938 1.458 0.606 0.220
H -2.224 -1.495 -0.411 0.211
```

Relative energy (zero: lowest compared OMol25 entry of this formula, charge and spin), kcal/mol: 71.6
Gap between HOMO and LUMO, eV: 10.743
Structure (SMILES): C=C(C)F.C#C

=====

Density functional theory data (ωB97M-V/def2-TZVPD) for 2 unconnected molecules or ions with the total composition C5H7F at a distorted geometry.

```
13
Properties=species:S:1:pos:R:3:nbo_charge:R:1
C 1.605 -1.277 0.074 -0.267
C 1.639 -0.106 -0.230 0.001
C 1.796 1.244 -0.685 -0.713
H 1.158 -2.090 0.624 0.242
H 2.188 1.854 0.078 0.247
H 0.831 1.811 -0.713 0.237
H 2.213 1.257 -1.739 0.255
C -2.374 -0.098 0.013 -0.521
C -1.494 -0.691 0.794 0.247
F -1.805 -1.722 1.582 -0.342
H -3.329 -0.594 -0.290 0.227
H -1.887 0.742 -0.535 0.215
H -0.542 -0.330 1.028 0.171
```

Relative energy (zero: lowest compared OMol25 entry of this formula, charge and spin), kcal/mol: 66.6
Gap between HOMO and LUMO, eV: 10.685
Structure (SMILES): C#CC.C=CF

=====

Density functional theory data (ωB97M-V/def2-TZVPD) for a gas-phase ion, C5H7F2O3S (charge -1) at a distorted geometry.

```
18
Properties=species:S:1:pos:R:3:nbo_charge:R:1
C 0.741 -1.511 -0.098 0.753
C 1.326 0.948 -0.038 -0.666
C 2.974 -0.698 -0.853 -0.427
C -2.324 0.182 1.213 0.437
C 1.839 -0.408 -0.288 -0.067
O -0.391 -1.137 0.331 -0.782
O 1.020 -2.706 -0.241 -0.699
O -3.245 0.835 -0.985 -0.924
F -2.750 1.427 1.501 -0.371
F -3.363 -0.606 1.465 -0.355
S -1.806 0.004 -0.585 0.467
H 1.985 1.681 -0.408 0.183
H 0.418 0.983 -0.700 0.251
H 1.257 0.999 1.039 0.216
H 3.629 0.135 -0.931 0.172
H 3.224 -1.741 -1.020 0.223
H -2.930 1.584 -1.392 0.450
H -1.603 0.030 1.991 0.140
```

Relative energy (zero: lowest compared OMol25 entry of this formula, charge and spin), kcal/mol: 0.0
Gap between HOMO and LUMO, eV: 7.791
Net charge: -1

=====

Density functional theory data (ωB97M-V/def2-TZVPD) for C5H7F3 in the gas phase at a distorted geometry.

```
15
Properties=species:S:1:pos:R:3:nbo_charge:R:1
F 0.747 -1.521 1.668 -0.360
C -0.212 -1.858 0.728 0.031
C -0.087 -0.903 -0.445 0.154
F -1.010 -1.323 -1.401 -0.355
C -0.376 0.522 -0.068 0.298
F -1.581 0.635 0.580 -0.342
C 0.033 1.661 -0.937 -0.441
C 0.718 1.424 0.390 -0.438
H -1.208 -1.815 1.159 0.181
H -0.057 -2.883 0.414 0.172
H 0.930 -0.964 -0.856 0.174
H 0.557 1.442 -1.850 0.223
H -0.687 2.460 -0.980 0.235
H 1.763 1.026 0.388 0.227
H 0.469 2.099 1.210 0.239
```

Relative energy (zero: lowest compared OMol25 entry of this formula, charge and spin), kcal/mol: 6.9
Gap between HOMO and LUMO, eV: 11.839
Structure (SMILES): FC[C@@H](F)C1(F)CC1

=====

Density functional theory data (ωB97M-V/def2-TZVPD) for 2 unconnected molecules or ions with the total composition C5H7F4NS at a distorted geometry.

```
18
Properties=species:S:1:pos:R:3:nbo_charge:R:1
F 0.206 1.888 -2.095 -0.352
C 0.829 2.425 -3.284 0.515
F 1.406 3.566 -3.126 -0.292
C -0.313 2.689 -4.275 0.516
F 0.051 3.344 -5.394 -0.327
F -1.071 3.457 -3.532 -0.320
H 1.477 1.710 -3.803 0.132
H -0.928 1.709 -4.613 0.128
S -0.541 0.040 4.518 -0.130
C -0.474 -0.596 2.945 -0.024
N -0.737 -1.904 2.635 -0.410
C -0.434 -2.940 3.680 -0.242
C 0.263 -2.915 2.250 -0.231
H -0.229 -0.078 2.071 0.188
H -1.146 -3.716 3.774 0.217
H 0.195 -2.537 4.496 0.233
H 0.100 -3.535 1.443 0.206
H 1.344 -2.607 2.310 0.194
```

Gap between HOMO and LUMO, eV: 8.783
Structure (SMILES): FC(F)C(F)F.S=CN1CC1

=====

Density functional theory data (ωB97M-V/def2-TZVPD) for C5H7FN4S in the gas phase at a distorted geometry.

```
18
Properties=species:S:1:pos:R:3:nbo_charge:R:1
C -0.387 1.243 1.709 -0.652
C -1.269 -0.118 1.965 -0.552
S -0.458 -1.707 1.392 0.186
C -0.651 -1.932 -0.479 -0.571
C 0.358 -0.772 -1.154 0.322
N 1.712 -1.206 -1.317 -0.164
N 2.507 -0.289 -1.800 -0.170
C 1.859 0.961 -2.066 0.623
F 2.790 2.042 -2.579 -0.334
N 0.493 1.380 -1.942 -0.175
N -0.300 0.461 -1.459 -0.183
H -0.969 1.872 0.887 0.223
H 0.696 1.059 1.304 0.222
H -0.423 1.899 2.698 0.223
H -2.288 -0.012 1.358 0.229
H -1.506 -0.164 3.129 0.252
H -1.774 -1.705 -0.795 0.247
H -0.389 -3.011 -0.852 0.273
```

Gap between HOMO and LUMO, eV: 7.743
Structure (SMILES): CCSCc1nnc(F)nn1

=====

Density functional theory data (ωB97M-V/def2-TZVPD) for C5H7FO3 in the gas phase at a distorted geometry.

```
16
Properties=species:S:1:pos:R:3:nbo_charge:R:1
C -0.576 -0.177 2.283 -0.487
C -0.763 -1.211 1.439 0.132
O 0.331 -1.664 0.729 -0.510
C 0.165 -1.703 -0.644 0.990
O -0.345 -2.657 -1.184 -0.534
O 0.676 -0.672 -1.344 -0.515
C -0.057 0.545 -1.234 -0.113
C 0.921 1.677 -1.077 0.035
F 1.573 1.536 0.125 -0.358
H -0.858 -0.211 3.321 0.220
H -0.044 0.678 1.894 0.214
H -1.740 -1.629 1.245 0.186
H -0.762 0.556 -0.409 0.196
H -0.627 0.727 -2.143 0.196
H 1.668 1.560 -1.855 0.176
H 0.440 2.645 -1.148 0.173
```

Relative energy (zero: lowest compared OMol25 entry of this formula, charge and spin), kcal/mol: 41.7
Gap between HOMO and LUMO, eV: 9.567
Structure (SMILES): C=COC(=O)OCCF

=====

Density functional theory data (ωB97M-V/def2-TZVPD) for C5H7I in the gas phase at a distorted geometry.

```
13
Properties=species:S:1:pos:R:3:nbo_charge:R:1
I -1.875 2.067 -1.895 0.085
C -0.831 0.570 -0.751 -0.114
C -0.867 0.557 0.755 -0.424
C 0.626 0.085 0.840 -0.361
C 0.628 0.412 -0.812 -0.233
C -0.222 -0.652 -1.355 -0.439
H -1.418 -0.238 1.272 0.198
H -1.116 1.522 1.111 0.224
H 1.391 0.884 1.320 0.212
H 0.741 -0.863 1.086 0.186
H 1.361 0.883 -1.350 0.221
H -0.274 -0.726 -2.436 0.237
H -0.216 -1.545 -0.730 0.209
```

Relative energy (zero: lowest compared OMol25 entry of this formula, charge and spin), kcal/mol: 27.3
Gap between HOMO and LUMO, eV: 9.707
Structure (SMILES): I[C@]12CC[C@H]1C2

=====

Density functional theory data (ωB97M-V/def2-TZVPD) for 2 unconnected molecules or ions with the total composition C5H7IS at a distorted geometry.

```
14
Properties=species:S:1:pos:R:3:nbo_charge:R:1
I 1.651 2.938 -3.233 0.198
C 1.764 1.332 -1.916 -0.446
C 1.438 0.019 -2.264 -0.273
C 1.770 -0.861 -1.187 -0.252
C 2.134 -0.179 -0.085 -0.449
S 2.345 1.448 -0.321 0.522
H 0.999 -0.318 -3.183 0.236
H 1.596 -1.886 -1.129 0.225
H 2.533 -0.415 0.898 0.242
C -0.979 0.859 1.272 -0.864
H -0.289 1.658 1.016 0.214
H -0.781 0.443 2.277 0.211
H -0.880 0.012 0.551 0.220
H -2.044 1.343 1.378 0.215
```

Relative energy (zero: lowest compared OMol25 entry of this formula, charge and spin), kcal/mol: 1.9
Gap between HOMO and LUMO, eV: 9.140
Structure (SMILES): Ic1cccs1.C

=====

Density functional theory data (ωB97M-V/def2-TZVPD) for a molecular structure, C5H7KO4 at a distorted geometry.

```
17
Properties=species:S:1:pos:R:3:mulliken_spin:R:1
O -1.084 0.460 -1.973 0.000
K 1.415 0.432 -1.447 0.002
C -2.259 0.239 -2.215 0.001
C -3.153 -0.577 -1.358 0.000
H -3.016 -0.264 -0.311 -0.001
H -2.737 0.757 -3.073 0.000
H -2.953 -1.643 -1.555 0.000
H -4.199 -0.337 -1.605 0.000
C 0.212 -0.931 1.239 -0.047
C 0.905 0.042 1.797 0.884
O 2.164 0.074 2.259 0.066
C 3.060 0.817 1.578 0.009
O 2.952 1.089 0.406 0.017
O 4.058 1.102 2.366 0.010
H -0.857 -0.818 1.055 0.011
H 0.687 -1.885 0.985 0.051
H 4.806 1.442 1.853 -0.001
```

Relative energy (zero: lowest compared OMol25 entry of this formula, charge and spin), kcal/mol: 0.0
Multiplicity: 2
Gap between HOMO and LUMO (alpha / beta), eV: 9.939 / 9.629
Net charge: +1
Expectation value of S²: 0.76

=====

Density functional theory data (ωB97M-V/def2-TZVPD) for C5H7N in the gas phase at a distorted geometry.

```
13
Properties=species:S:1:pos:R:3:nbo_charge:R:1
C -1.918 -1.216 0.461 -0.492
C -1.520 -0.026 0.217 0.041
C -1.315 1.043 -0.460 -0.116
N -0.013 1.039 -0.861 -0.410
C 0.694 0.476 0.013 0.152
C 2.212 0.166 -0.173 -0.667
H -2.013 -1.751 1.396 0.216
H -2.186 -1.862 -0.414 0.213
H -2.017 1.784 -0.787 0.224
H 0.305 0.224 1.107 0.172
H 2.661 0.363 0.845 0.212
H 2.805 0.636 -0.914 0.231
H 2.304 -0.875 -0.429 0.224
```

Relative energy (zero: lowest compared OMol25 entry of this formula, charge and spin), kcal/mol: 86.1
Gap between HOMO and LUMO, eV: 10.009
Structure (SMILES): C=C=C/N=C/C

=====

Density functional theory data (ωB97M-V/def2-TZVPD) for 2 unconnected molecules or ions with the total composition C5H7N at a distorted geometry.

```
13
Properties=species:S:1:pos:R:3:nbo_charge:R:1
C 1.989 -0.095 0.258 -0.519
C 0.685 0.043 0.477 0.154
C -0.210 1.199 0.439 -0.331
C -1.381 0.736 -0.042 -0.200
C -1.217 -0.676 -0.412 -0.145
N -0.145 -1.094 0.372 -0.585
H 2.393 -1.103 0.209 0.193
H -0.817 0.200 -1.530 0.135
H 2.622 0.772 0.226 0.208
H 0.098 2.238 0.494 0.229
H -2.344 1.213 -0.085 0.237
H -1.975 -1.439 -0.636 0.231
H 0.302 -1.993 0.230 0.391
```

Relative energy (zero: lowest compared OMol25 entry of this formula, charge and spin), kcal/mol: 82.4
Gap between HOMO and LUMO, eV: 8.237

=====

Density functional theory data (ωB97M-V/def2-TZVPD) for C5H7N in the gas phase at a distorted geometry.

```
13
Properties=species:S:1:pos:R:3:nbo_charge:R:1
C 1.115 -0.864 -0.309 -0.664
C 1.555 0.477 -0.576 0.125
C 0.546 1.353 0.081 -0.414
N -0.563 0.607 0.745 -0.400
C -0.284 -0.789 0.637 -0.067
C -1.451 -0.172 -0.102 -0.281
H 1.836 -1.697 -0.340 0.256
H 1.079 1.896 0.876 0.253
H 0.156 2.120 -0.601 0.241
H -0.396 -1.499 1.452 0.217
H 0.270 -1.147 -0.920 0.337
H -2.488 -0.223 0.247 0.211
H -1.374 -0.061 -1.190 0.185
```

Relative energy (zero: lowest compared OMol25 entry of this formula, charge and spin), kcal/mol: 133.4
Gap between HOMO and LUMO, eV: 8.765

=====

Density functional theory data (ωB97M-V/def2-TZVPD) for C5H7N in the gas phase.

```
13
Properties=species:S:1:pos:R:3:nbo_charge:R:1
C 2.458 -0.503 -0.701 -0.254
C 1.581 0.226 -0.313 -0.012
C 0.517 1.099 0.204 -0.307
N -0.655 0.421 0.779 -0.396
C -0.868 -0.991 0.518 -0.256
C -1.724 0.033 -0.124 -0.257
H 3.248 -1.136 -1.040 0.240
H 0.951 1.732 0.987 0.230
H 0.189 1.772 -0.598 0.218
H -1.231 -1.574 1.362 0.201
H -0.150 -1.503 -0.121 0.206
H -2.733 0.224 0.239 0.200
H -1.582 0.201 -1.193 0.187
```

Relative energy (zero: lowest compared OMol25 entry of this formula, charge and spin), kcal/mol: 77.9
Gap between HOMO and LUMO, eV: 10.322
Structure (SMILES): C#CCN1CC1

=====

Density functional theory data (ωB97M-V/def2-TZVPD) for C5H7N in the gas phase at a distorted geometry.

```
13
Properties=species:S:1:pos:R:3:nbo_charge:R:1
C -0.136 1.880 0.709 -0.647
C -0.032 0.545 0.042 0.191
N 1.052 0.204 -0.572 -0.388
C 0.952 -1.240 -0.746 -0.326
C -0.460 -1.613 -0.477 -0.181
C -1.037 -0.513 0.046 -0.271
H 0.046 1.811 1.792 0.223
H 0.626 2.536 0.283 0.236
H -1.125 2.321 0.562 0.215
H 1.519 -1.743 -1.537 0.225
H 1.580 -1.221 0.170 0.281
H -0.931 -2.572 -0.678 0.222
H -2.053 -0.395 0.405 0.220
```

Relative energy (zero: lowest compared OMol25 entry of this formula, charge and spin), kcal/mol: 29.5
Gap between HOMO and LUMO, eV: 10.390
Structure (SMILES): CC1=NCC=C1

=====

Density functional theory data (ωB97M-V/def2-TZVPD) for C5H7N in the gas phase at a distorted geometry.

```
13
Properties=species:S:1:pos:R:3:nbo_charge:R:1
C -0.073 -1.522 -0.041 -0.196
C -0.535 -0.282 -0.039 -0.094
C 1.836 -0.021 0.085 0.440
C 0.517 0.775 -0.042 -0.534
C -2.080 -0.067 0.030 -0.609
N 3.031 -0.104 -0.013 -0.648
H -0.161 -2.556 -0.077 0.197
H 0.489 1.352 -0.981 0.231
H 0.537 1.556 0.765 0.230
H -2.501 -0.964 -0.004 0.214
H -2.373 0.685 -0.640 0.211
H -2.393 0.393 1.097 0.199
H 3.707 0.754 -0.139 0.358
```

Relative energy (zero: lowest compared OMol25 entry of this formula, charge and spin), kcal/mol: 133.0
Gap between HOMO and LUMO (alpha / beta), eV: 8.255 / 7.688

=====

Density functional theory data (ωB97M-V/def2-TZVPD) for 2 unconnected molecules or ions with the total composition C5H7N at a distorted geometry.

```
13
Properties=species:S:1:pos:R:3:nbo_charge:R:1
C -1.197 -1.130 0.486 -0.686
C -1.643 -0.079 -0.167 0.456
N -2.123 0.694 -0.975 -0.643
H -1.588 -2.114 0.299 0.246
H -0.660 -0.981 1.406 0.240
H -3.058 1.059 -0.843 0.384
C 0.627 1.770 0.252 -0.272
C 1.416 0.871 0.071 0.022
C 1.958 -0.429 -0.187 -0.707
H 0.099 2.667 0.400 0.233
H 1.172 -0.946 -0.811 0.256
H 2.056 -1.023 0.725 0.235
H 2.941 -0.361 -0.658 0.236
```

Relative energy (zero: lowest compared OMol25 entry of this formula, charge and spin), kcal/mol: 85.4
Gap between HOMO and LUMO, eV: 9.880
Structure (SMILES): C=C=N.C#CC